This record from OMol25 describes a structure of composition C9H8InO6 at a distorted geometry. The level of theory is ωB97M-V/def2-TZVPD.

Structure (XYZ):
```
24
Properties=species:S:1:pos:R:3:forces:R:3
O 2.443 -3.715 -0.597 0.4 3.3 -0.4
C 2.545 -2.582 -0.706 -0.5 -3.0 0.4
In 1.538 1.059 -0.557 -0.1 -3.3 0.2
O 5.208 1.208 -1.808 -2.6 -0.6 0.9
C 4.152 1.021 -1.445 1.6 0.7 -0.6
C 1.114 3.209 -0.553 -3.4 5.0 0.8
O 0.507 4.173 -0.413 3.0 -4.1 -0.7
C 2.484 0.506 1.782 -0.3 0.6 2.6
O 2.585 0.522 2.913 -0.1 -0.3 -3.4
C 0.906 0.231 -2.943 -2.2 0.0 -2.7
O 0.325 0.069 -3.915 2.4 0.4 3.6
C -2.346 -1.375 0.832 0.1 0.5 -0.8
C -2.716 0.115 0.920 0.4 0.1 0.5
C -1.631 0.811 0.109 -0.7 0.6 -0.6
O -0.449 -0.067 0.159 1.7 1.6 -0.9
C -0.827 -1.364 0.742 0.5 -1.5 1.0
H -2.712 -1.928 1.696 0.2 0.0 0.0
H -2.772 -1.801 -0.084 0.1 -0.1 0.3
H -2.660 0.445 1.965 -0.1 0.0 -0.3
H -3.709 0.313 0.523 0.0 0.1 0.0
H -1.876 0.941 -0.953 -0.2 -0.2 0.1
H -1.349 1.779 0.512 0.1 0.2 0.3
H -0.330 -1.424 1.717 -0.2 0.1 -0.1
H -0.429 -2.146 0.105 0.0 0.0 -0.2
```
Forces are in eV/Å.

Its strongest force on any atom is 6.103 eV/Å. As for the HOMO energy: -21.51 eV. For the total energy, the calculation gives -987.9837 hartree. Its net charge is +3. As for the energy relative to the best compared isomer or geometry (same formula, charge and spin): 31.2 kcal per mole.